# C54H136N8O18

A cluster of 10 separate species, C54H136N8O18 in total at a distorted geometry (ωB97M-V/def2-TZVPD, the OMol25 dataset).

Calculated values
energy above the lowest of the compared OMol25 structures with the same formula, charge and spin	96.93	kcal per mole
HOMO	-8.237	eV
max |F|	2.557	eV/Å
calculated total energy	-3930.8945	hartree
SMILES	COCCNCCOC.COCCNCCOC.COCCNCCOC.COCCNCCOC.COCCNCCOC.COCCNCCOC.COCCNCCOC.COCCNCCOC.CC(C)O.CC(C)O

Element x y z (Å)
1 C 2.628580 -19.886410 1.283790
2 C 2.843610 -18.971130 0.152960
3 C 3.466640 -17.628440 0.503190
4 O 3.705390 -19.532470 -0.780140
5 H 1.966230 -19.484490 2.050510
6 H 3.628780 -20.037430 1.689840
7 H 2.313670 -20.851470 0.886790
8 H 1.936490 -18.782850 -0.421310
9 H 2.872740 -17.156800 1.286090
10 H 3.531340 -16.975290 -0.367050
11 H 4.476330 -17.775830 0.886470
12 H 3.434550 -20.453340 -0.795730
13 C 1.935080 -25.840920 9.266310
14 C 1.579360 -26.088080 7.814230
15 C 2.458390 -25.323030 6.829040
16 O 1.637700 -27.493590 7.525810
17 H 2.816700 -26.449670 9.466980
18 H 1.189790 -26.251900 9.947290
19 H 2.160280 -24.825050 9.590960
20 H 0.540680 -25.788190 7.675210
21 H 2.328100 -25.671270 5.804410
22 H 3.518750 -25.487790 7.020320
23 H 2.345420 -24.239100 6.850060
24 H 1.044510 -27.957540 8.121190
25 C -7.299210 -17.219350 0.459320
26 O -6.200760 -18.119600 0.635140
27 C -5.703160 -18.197760 1.979160
28 C -4.499630 -19.149580 2.096910
29 N -4.022580 -19.460060 3.440290
30 C -3.362630 -18.343120 4.141530
31 C -2.149790 -18.838020 4.941480
32 O -1.156990 -19.547450 4.230200
33 C 0.048850 -19.744660 4.910120
34 H -7.525150 -17.262130 -0.606150
35 H -7.086630 -16.214460 0.824160
36 H -8.156500 -17.474330 1.082330
37 H -6.457040 -18.651740 2.622340
38 H -5.236630 -17.274780 2.323490
39 H -3.705530 -18.675190 1.520320
40 H -4.620220 -20.079930 1.541930
41 H -3.322410 -20.186180 3.491500
42 H -4.085410 -17.879440 4.812870
43 H -3.013860 -17.614160 3.410050
44 H -2.487460 -19.422050 5.797630
45 H -1.610670 -17.986590 5.356820
46 H -0.058740 -20.133780 5.922590
47 H 0.577410 -18.799800 5.036510
48 H 0.702780 -20.428150 4.368530
49 C 8.645600 -11.733830 12.000530
50 O 9.277920 -12.488690 10.935160
51 C 8.602240 -13.682870 10.718110
52 C 9.288660 -14.519030 9.626630
53 N 9.061190 -13.866220 8.347670
54 C 9.968220 -14.393030 7.335210
55 C 9.765820 -13.742270 5.965140
56 O 9.800830 -12.334450 6.062970
57 C 9.346820 -11.662660 4.867850
58 H 9.304060 -10.911140 12.279300
59 H 8.410510 -12.235530 12.939220
60 H 7.697980 -11.386750 11.588640
61 H 7.547380 -13.479710 10.533460
62 H 8.677030 -14.193840 11.678010
63 H 8.870400 -15.522040 9.542120
64 H 10.353930 -14.658900 9.810330
65 H 9.342280 -12.912990 8.527810
66 H 10.060560 -15.478090 7.288060
67 H 10.997970 -14.097710 7.536470
68 H 8.792750 -14.052610 5.584460
69 H 10.552280 -14.074250 5.287370
70 H 10.154980 -11.789880 4.147570
71 H 9.259470 -10.600590 5.096910
72 H 8.397920 -11.988240 4.441600
73 C 6.079850 -12.622660 6.762070
74 O 5.258020 -11.445110 6.997800
75 C 3.979280 -11.380710 6.236740
76 C 3.141800 -10.154390 6.704970
77 N 3.838410 -8.844290 6.570330
78 C 4.325160 -8.574470 5.164990
79 C 3.246340 -8.455920 4.082750
80 O 3.934470 -8.024830 2.911370
81 C 3.044710 -7.654720 1.857930
82 H 6.413340 -12.623930 5.724340
83 H 5.495450 -13.538100 6.854430
84 H 7.029340 -12.594770 7.296670
85 H 3.383130 -12.250430 6.512940
86 H 4.085980 -11.402900 5.152210
87 H 2.874770 -10.255900 7.756870
88 H 2.156760 -10.065120 6.246920
89 H 4.697050 -8.926220 7.095800
90 H 5.061000 -9.313360 4.847680
91 H 4.955740 -7.685520 5.149090
92 H 2.531630 -7.677980 4.351230
93 H 2.700300 -9.394340 3.986330
94 H 2.270190 -6.944070 2.146360
95 H 2.497140 -8.534020 1.518650
96 H 3.664750 -7.327160 1.023460
97 C 8.420540 -11.979950 0.798420
98 O 9.742490 -12.375460 1.269350
99 C 10.743070 -12.010320 0.307660
100 C 10.656460 -12.963590 -0.903260
101 N 10.697700 -14.349880 -0.490120
102 C 12.036220 -14.819450 -0.131810
103 C 11.920160 -16.228900 0.473640
104 O 11.577670 -16.242820 1.887350
105 C 12.373760 -15.341930 2.664980
106 H 8.027630 -12.686550 0.067370
107 H 8.307590 -11.003070 0.328270
108 H 7.689350 -12.038550 1.604660
109 H 11.724820 -12.131620 0.765430
110 H 10.683290 -10.946250 0.078980
111 H 11.447210 -12.825460 -1.640640
112 H 9.781820 -12.656550 -1.476700
113 H 10.219360 -14.471680 0.391050
114 H 12.662530 -14.141880 0.448470
115 H 12.454120 -14.874260 -1.137020
116 H 12.902150 -16.674730 0.315440
117 H 11.220010 -16.863910 -0.069180
118 H 12.127730 -15.713720 3.659640
119 H 11.935110 -14.347240 2.585730
120 H 13.463110 -15.339890 2.627410
121 C 1.680160 -14.007320 -3.728690
122 O 2.589830 -14.096050 -2.664280
123 C 3.884210 -13.584540 -2.930640
124 C 4.832100 -13.798460 -1.718130
125 N 4.311400 -13.109800 -0.531960
126 C 4.958480 -13.507200 0.721280
127 C 4.395850 -12.733630 1.920940
128 O 3.010760 -13.110140 2.259410
129 C 2.987940 -14.222520 3.125490
130 H 0.670090 -14.243120 -3.393650
131 H 2.086270 -14.533320 -4.592680
132 H 1.631860 -12.992360 -4.123190
133 H 3.886760 -12.563360 -3.311810
134 H 4.356280 -14.178300 -3.713390
135 H 5.789580 -13.316770 -1.916390
136 H 4.981550 -14.856240 -1.501640
137 H 3.332320 -13.356960 -0.552160
138 H 6.045160 -13.448290 0.660060
139 H 4.747870 -14.558700 0.916430
140 H 4.393890 -11.701560 1.570320
141 H 5.003880 -12.701020 2.825010
142 H 1.954780 -14.422580 3.409500
143 H 3.487300 -13.961030 4.058420
144 H 3.261220 -15.119590 2.569900
145 C 8.691010 -15.375800 2.701590
146 O 7.348240 -15.005560 2.837830
147 C 6.613630 -15.442810 3.938560
148 C 6.152450 -16.899470 3.753260
149 N 5.257380 -17.227500 4.857060
150 C 4.712300 -18.597170 4.809350
151 C 3.673240 -18.714850 5.842520
152 O 2.991470 -19.962690 5.813530
153 C 3.726810 -21.131350 6.088060
154 H 9.111900 -15.553350 3.691260
155 H 9.286280 -14.680400 2.109850
156 H 8.844120 -16.329320 2.196150
157 H 5.712730 -14.835510 4.026060
158 H 7.157560 -15.326900 4.876010
159 H 7.025300 -17.547330 3.672550
160 H 5.544960 -16.915200 2.848380
161 H 5.837960 -17.156820 5.680490
162 H 5.560480 -19.233310 5.062360
163 H 4.349850 -18.836000 3.809500
164 H 2.963530 -17.889770 5.782150
165 H 4.153060 -18.532190 6.804030
166 H 4.447780 -21.386630 5.311450
167 H 3.097720 -22.019390 6.149130
168 H 4.288990 -21.040550 7.017470
169 C 3.008820 -17.125540 9.390580
170 O 4.311360 -17.328830 8.834380
171 C 4.844170 -16.251470 8.110100
172 C 6.388770 -16.190910 8.052800
173 N 6.798390 -17.348220 7.253920
174 C 8.198140 -17.643440 7.220940
175 C 8.425880 -19.022850 6.530040
176 O 7.488940 -20.017730 7.004140
177 C 7.763740 -21.310730 6.506680
178 H 2.849330 -18.014350 10.001070
179 H 2.226880 -16.939440 8.654350
180 H 3.063120 -16.231560 10.011820
181 H 4.538140 -15.330000 8.605410
182 H 4.396290 -16.226860 7.116670
183 H 6.729230 -16.388970 9.069150
184 H 6.872900 -15.274200 7.716120
185 H 6.283810 -18.138390 7.615800
186 H 8.706610 -17.549070 8.180450
187 H 8.674810 -16.937560 6.540770
188 H 9.475890 -19.285020 6.659810
189 H 8.266620 -18.883820 5.460730
190 H 8.688650 -21.787400 6.831360
191 H 7.671260 -21.285170 5.420910
192 H 6.994200 -21.986970 6.878970
193 C 5.928350 -24.519530 5.193480
194 O 6.375100 -23.320850 4.546710
195 C 6.162060 -23.357370 3.082280
196 C 6.738080 -22.158150 2.382670
197 N 6.616600 -22.251190 0.936220
198 C 6.823730 -20.943180 0.318220
199 C 8.159840 -20.317920 0.670990
200 O 8.074380 -19.561330 1.868880
201 C 9.262340 -18.907940 2.176110
202 H 4.936340 -24.853090 4.888910
203 H 5.910350 -24.285020 6.257800
204 H 6.585440 -25.373060 5.026660
205 H 5.086900 -23.376000 2.904020
206 H 6.524110 -24.299820 2.671430
207 H 7.789300 -22.017830 2.634360
208 H 6.221080 -21.279460 2.768310
209 H 7.160050 -22.926430 0.417740
210 H 5.934650 -20.414500 0.661920
211 H 6.701930 -20.943640 -0.764960
212 H 8.358340 -19.548570 -0.075200
213 H 8.906410 -21.111930 0.687640
214 H 9.987600 -19.629260 2.552660
215 H 9.100610 -18.304060 3.069010
216 H 9.612070 -18.292850 1.346980

Force components x, y, z for each atom (eV/Å):
C 0.58 -0.38 0.64
C -0.50 2.27 -1.07
C -0.27 -0.10 0.50
O 1.07 -1.23 -0.71
H -0.09 -0.24 -0.07
H 0.02 -0.18 0.51
H -0.43 -0.11 0.32
H -0.68 0.20 0.42
H -0.01 0.25 -0.03
H -0.12 -0.04 0.01
H 0.09 -0.10 0.05
H 0.37 -0.34 -0.53
C 0.64 -0.73 0.55
C -0.61 0.45 -0.05
C 0.60 -0.47 -0.15
O 0.49 0.36 -0.26
H 0.33 0.12 0.04
H -0.32 0.11 -0.08
H -0.18 0.13 -0.42
H -0.16 0.26 -0.23
H -0.39 0.02 0.01
H 0.11 -0.21 0.32
H -0.44 -0.07 0.18
H -0.06 0.04 0.09
C 0.55 -0.39 0.61
O 0.40 0.23 0.73
C 0.45 -1.31 0.03
C 1.12 -0.55 -1.32
N -0.25 0.64 0.84
C 0.36 -0.80 -0.63
C 0.51 0.65 0.89
O -1.05 -0.66 -1.25
C 0.43 0.34 0.49
H -0.16 0.25 0.23
H 0.53 0.31 -0.45
H -0.28 -0.65 -0.17
H -0.39 0.69 0.35
H -0.98 0.64 0.15
H 0.42 0.36 -0.16
H -0.62 -0.17 0.23
H -0.36 -0.44 -0.89
H 0.28 0.25 0.20
H 0.05 0.33 -0.10
H -0.13 -0.33 0.13
H -0.36 0.55 0.27
H -0.36 -0.26 0.14
H 0.17 0.25 -0.12
H -0.29 0.09 -0.19
C 0.21 0.23 -1.14
O 0.39 1.32 0.98
C 0.48 -1.28 0.73
C -0.89 0.31 -0.07
N 0.31 -0.43 -0.21
C 1.23 1.50 -0.59
C -0.78 -0.36 0.12
O -0.87 0.29 0.10
C 1.23 -0.05 0.53
H -0.08 0.05 -0.41
H 0.27 -0.87 -0.17
H -0.10 0.41 0.18
H -0.23 -0.21 -0.46
H -0.32 -0.73 0.06
H -0.23 -0.06 0.43
H 0.27 0.22 0.43
H -0.12 0.46 -0.48
H -0.77 -0.02 -0.08
H 0.48 0.08 0.67
H -0.20 -0.02 -0.34
H 0.08 -0.26 -0.23
H -0.24 0.07 -0.51
H 0.05 -0.10 0.18
H -0.06 -0.49 0.26
C -0.84 1.02 -1.33
O -0.78 -0.11 -0.77
C 0.15 -0.15 1.47
C 1.23 0.64 0.18
N -0.05 -0.27 -1.52
C 0.03 -0.32 0.57
C 0.80 0.77 0.65
O -0.70 -0.07 -0.13
C 0.34 -1.03 0.08
H -0.09 0.08 -0.49
H 0.06 -0.12 0.58
H -0.56 0.07 0.72
H 0.02 -0.37 -0.05
H 0.55 0.11 -0.08
H 0.38 -0.16 0.18
H 0.18 -0.38 -0.62
H 0.04 0.04 0.35
H -0.14 -0.61 -0.16
H -0.50 0.44 0.30
H -0.24 0.06 0.24
H 0.01 -0.21 -0.49
H 0.30 0.47 0.20
H -0.07 -0.27 -0.12
H -0.15 0.31 0.17
C -0.17 -0.97 0.23
O -0.86 1.24 -0.77
C 0.36 -0.55 -0.02
C 0.08 0.90 0.15
N -0.39 -0.06 1.03
C -0.83 -0.73 -1.78
C 0.96 0.68 0.44
O 1.05 0.15 -1.64
C -1.70 -0.58 1.25
H 0.29 -0.26 -0.22
H 0.74 0.31 0.20
H 0.46 0.06 0.41
H -0.10 -0.17 0.43
H -0.29 0.07 -0.35
H 0.43 0.28 0.24
H -0.48 -0.69 0.08
H -0.99 0.38 -0.11
H -0.06 0.04 0.29
H 0.99 -0.49 0.18
H 0.25 -0.30 0.37
H -0.29 0.33 0.18
H 0.18 0.36 0.34
H 0.40 0.29 -0.05
H 0.03 -0.27 -0.89
C 0.71 1.00 -0.52
O 0.21 0.23 0.91
C 0.94 -1.09 0.20
C -0.71 1.23 0.41
N 0.04 0.22 -0.36
C -0.97 -0.85 0.47
C -0.93 0.57 -0.71
O 1.48 0.73 -0.54
C -1.02 0.23 -0.31
H 0.32 -0.56 -0.10
H -0.51 -0.83 -0.04
H -0.08 0.56 0.24
H -0.29 0.34 0.41
H -0.07 -0.21 -0.48
H 0.21 -0.32 -0.48
H 0.03 -0.34 -0.32
H -0.31 0.14 0.76
H -0.07 0.35 -0.07
H 0.18 -0.53 0.05
H -0.58 0.23 0.16
H 0.22 -0.65 0.05
H -0.25 0.31 -0.09
H 0.60 -0.61 -0.02
H 0.84 -0.22 0.54
C 0.28 -1.20 0.38
O -0.13 1.32 -1.04
C -0.37 -1.10 -0.10
C -0.82 0.88 0.43
N -0.42 0.20 -0.90
C 1.70 1.03 -0.63
C -0.26 -0.47 1.00
O -0.89 0.03 -0.06
C 0.80 0.05 -0.07
H 0.45 0.37 0.21
H -0.40 0.55 0.47
H -0.47 -0.16 -0.19
H 0.07 0.18 -0.17
H 0.37 -0.04 0.26
H 0.12 -0.38 -0.20
H 0.35 -0.23 -0.36
H -0.03 -0.16 0.49
H -0.03 -0.82 -0.21
H -0.07 0.03 -0.08
H -0.45 -0.29 -0.43
H 0.03 -0.41 0.40
H 0.23 0.24 -0.25
H -0.55 0.40 0.12
H 0.05 0.05 0.27
C 1.25 0.31 0.02
O 0.44 -0.73 0.12
C -0.12 1.95 0.00
C -0.63 -2.13 0.42
N -0.22 0.28 0.05
C 0.09 -1.00 -1.02
C -0.78 0.42 0.52
O 1.31 0.84 0.50
C -0.82 -0.21 -0.30
H -0.40 0.19 -0.14
H 0.00 -0.37 -0.28
H -0.18 0.05 0.34
H -0.18 0.36 0.13
H 0.16 0.01 -0.31
H 0.12 0.39 0.51
H -0.51 0.16 -0.21
H 0.08 -0.37 0.05
H 0.03 -0.26 0.40
H 0.20 0.24 0.02
H 0.04 -0.47 0.22
H -0.14 -0.05 -0.28
H 0.51 0.55 0.00
H 0.27 -0.28 -0.12
H -0.27 0.24 -0.05
C 0.21 0.60 -0.09
O -0.26 -0.50 -1.61
C -0.54 -0.70 1.29
C 0.97 -0.43 0.15
N -0.94 0.33 -0.90
C -0.81 -0.31 0.68
C -1.05 1.45 -0.25
O -0.67 -0.66 0.26
C 0.14 -0.23 1.01
H -0.27 0.32 -0.16
H -0.01 -0.11 0.00
H 0.35 0.05 -0.11
H -0.25 0.06 0.02
H 0.43 -0.12 0.04
H 0.19 -0.05 0.55
H -0.07 0.20 -0.37
H 0.27 -0.44 0.85
H 0.45 0.98 0.04
H 0.16 -0.54 -0.06
H 0.57 -0.30 -0.61
H 0.44 0.10 0.13
H 0.62 -0.18 -0.58
H -0.29 0.38 -0.25
H 0.31 -0.01 0.01